# 1
Computed, not measured: C42H56AuBN6O3Si as an isolated structure in a non-equilibrium geometry, with wB97M-V/def2-TZVPD.

Geometry as ORCA input:
```
! wB97M-V def2-TZVPD RIJCOSX def2/J DEFGRID3
* xyz 0 1
Au -0.18640 -0.00920 -0.06600
C 6.85770 0.85820 0.58050
C 6.52680 -0.17110 1.62090
C 7.51630 -0.67440 2.44970
C 7.23060 -1.61470 3.42640
C 5.93550 -2.07910 3.56460
C 4.93370 -1.61020 2.73320
C 5.21310 -0.64070 1.77130
N 4.23800 -0.14420 0.90690
C 2.87200 -0.03090 1.07400
N 2.44340 -0.03120 2.34760
C 1.14700 -0.06580 2.88430
C 0.01070 -0.30410 2.12440
C -1.21670 -0.36170 2.76040
C -1.31810 -0.20610 4.13170
C -0.17980 0.03940 4.88160
C 1.06300 0.12270 4.27760
C 2.28730 0.41980 5.10520
N 2.12340 0.14810 0.04220
C 2.66020 0.08550 -1.24570
C 3.09790 1.25110 -1.86730
C 3.57150 1.21440 -3.16540
C 3.65070 0.00490 -3.83310
C 3.24350 -1.15910 -3.20240
C 2.73470 -1.14360 -1.91510
C 2.27820 -2.39500 -1.23860
H 7.89750 1.16120 0.67340
H 6.22790 1.74050 0.69390
H 6.70790 0.45910 -0.42440
H 8.52910 -0.31530 2.32910
H 8.02010 -1.98890 4.06000
H 5.70250 -2.82150 4.31370
H 3.93870 -2.02150 2.81420
H 4.55530 0.11590 -0.01590
H 3.17630 0.00940 3.04200
H -2.10250 -0.53290 2.16890
H -2.27920 -0.27330 4.61970
H -0.26180 0.17020 5.95190
H 2.00000 0.62010 6.13430
H 2.80990 1.30110 4.73070
H 2.98950 -0.41760 5.12110
H 3.04600 2.18000 -1.31830
H 3.89200 2.12500 -3.64910
H 4.02960 -0.02450 -4.84460
H 3.33700 -2.10720 -3.71240
H 2.34920 -3.24510 -1.91210
H 1.24510 -2.28340 -0.91220
H 2.88590 -2.60040 -0.35690
C 0.45650 -1.71590 -5.49500
C -0.23540 -2.24970 -4.24870
N -0.13330 -1.27670 -3.19620
C -0.11110 0.05770 -3.39820
N -0.03400 0.83440 -2.36280
C -0.02160 2.26160 -2.57320
C -0.85020 2.65270 -3.79100
C -0.25000 1.92620 -4.98400
N -0.11060 0.51740 -4.68750
C -0.15320 -0.36430 -5.82970
H 0.32970 -2.40950 -6.32780
H 1.52000 -1.58950 -5.29320
H 0.24410 -3.17340 -3.91030
H -1.28530 -2.48510 -4.48360
H -0.43830 -1.56170 -2.26490
H 1.01150 2.61090 -2.70220
H -0.41840 2.73370 -1.67830
H -0.84190 3.73200 -3.94650
H -1.88130 2.32850 -3.63700
H 0.73350 2.35230 -5.23350
H -0.89710 2.03410 -5.86250
H 0.41170 0.11140 -6.63810
H -1.19030 -0.49960 -6.17410
C -4.04460 -2.73810 -0.67910
Si -2.20150 -3.08450 -0.29270
C -1.77010 -4.65550 -1.33790
C -2.13810 -3.62610 1.54200
O -1.18670 -1.94080 -0.68760
H -4.66100 -3.62720 -0.56510
H -4.16910 -2.38130 -1.69810
H -4.44340 -1.97750 -0.01330
H -2.44230 -5.46830 -1.08370
H -0.75500 -4.98590 -1.15690
H -1.88010 -4.44590 -2.39690
H -2.68720 -4.54550 1.72130
H -2.57290 -2.85530 2.16980
H -1.11430 -3.77410 1.87170
C -4.57500 7.66440 1.52420
C -3.53480 7.31940 0.45090
C -2.22380 8.01380 0.82830
C -3.98000 7.86360 -0.91390
C -3.38950 5.80550 0.33900
C -4.47950 5.05320 -0.10920
C -4.42120 3.68250 -0.31350
C -3.21920 3.06070 -0.05140
O -2.84980 1.75980 -0.19490
B -1.52910 1.68450 0.19020
O -1.08190 2.93540 0.60520
C -2.13040 3.78970 0.43460
C -2.19360 5.15400 0.63440
H -4.67630 8.74410 1.61230
H -4.26290 7.26930 2.48860
H -5.54910 7.24810 1.28550
H -2.37370 9.09160 0.82850
H -1.43840 7.78510 0.11210
H -1.89660 7.72130 1.82270
H -4.07390 8.94680 -0.88410
H -4.93800 7.45100 -1.21320
H -3.24530 7.60190 -1.67200
H -5.41450 5.55040 -0.32130
H -5.27200 3.12300 -0.66910
H -1.32630 5.67340 1.00380
*
```

Computed properties:
Kohn-Sham gap	7.2	eV
relative energy (zero: lowest compared OMol25 entry of this formula, charge and spin)	23.4	kcal per mole
HOMO energy	-7.30	eV

=====

# 2
Computed, not measured: C42H57BGeIrN8OS3 as an isolated structure in a non-equilibrium geometry, with wB97M-V/def2-TZVPD.

Geometry as ORCA input:
```
! wB97M-V def2-TZVPD RIJCOSX def2/J DEFGRID3
* xyz 2 2
Ir 0.27629 0.77543 0.33730
C 4.22961 0.29053 -0.00198
C 4.30876 1.38359 -1.06449
C 4.71283 0.87009 -2.45438
C 3.13111 2.33872 -1.18728
C 3.30946 3.60260 -1.78194
C 2.10440 4.23757 -1.65958
N 1.25836 3.38563 -1.05584
N 1.85378 2.20427 -0.77341
B -0.17616 3.66307 -0.67544
N -0.41161 3.50567 0.84528
C -0.63447 4.49757 1.70441
C -0.84252 3.96095 2.95048
C -0.79325 2.57889 2.76485
N -0.47099 2.29835 1.47598
C -1.18185 1.60631 3.85980
C -1.41791 0.19833 3.43940
C -2.42074 2.12234 4.60854
N -1.13555 2.69362 -1.35282
C -2.02353 2.97885 -2.30365
C -2.68908 1.82733 -2.63319
C -2.15099 0.84324 -1.80286
N -1.18880 1.37147 -1.01459
C -2.65511 -0.56040 -1.76614
C -2.49084 -1.22191 -3.13239
C -4.13611 -0.55647 -1.37256
H 4.98818 -0.47117 -0.19867
H 3.26219 -0.20104 0.04419
H 4.43914 0.69906 0.98458
H 5.13262 2.02892 -0.74831
H 3.89946 0.35017 -2.96714
H 5.56206 0.18846 -2.37085
H 5.01517 1.69745 -3.09736
H 4.22156 3.99596 -2.20462
H 1.78201 5.22493 -1.95232
H -0.42278 4.79951 -0.99313
H -0.63330 5.52202 1.36349
H -1.08616 4.49180 3.85668
H -0.35768 1.58246 4.58250
H -2.39536 0.17819 2.73456
H -1.72144 -0.44702 4.26064
H -0.64445 -0.26015 2.84503
H -3.29768 2.12228 3.95373
H -2.28649 3.13956 4.96594
H -2.63507 1.49229 5.47403
H -2.11749 3.98848 -2.67540
H -3.47135 1.71016 -3.36705
H -2.07703 -1.10488 -1.03133
H -3.07717 -0.68828 -3.88530
H -2.84429 -2.25607 -3.11178
H -1.45094 -1.20276 -3.45643
H -4.72067 0.02421 -2.08824
H -4.30611 -0.09477 -0.39037
H -4.54693 -1.56456 -1.35954
C 2.54954 3.43150 1.99710
C 2.67111 2.01585 2.46381
N 2.01389 0.96669 2.02100
C 2.43276 -0.17843 2.68548
C 3.38283 0.00563 3.62715
S 3.80421 1.64699 3.68990
C 1.84373 -1.45965 2.31588
C 2.20661 -2.67802 2.78272
S 1.23795 -3.87138 2.06985
C 0.39502 -2.68457 1.18562
N 0.80309 -1.45227 1.40800
C -0.68975 -3.09078 0.25069
H 1.78659 3.51740 1.23955
H 3.49470 3.76858 1.56834
H 2.30673 4.09007 2.83193
H 3.85571 -0.72849 4.26237
H 2.99766 -2.92510 3.47481
H -0.50335 -4.08177 -0.16414
H -0.72357 -2.38216 -0.56621
H -1.64628 -3.12594 0.76869
O 0.55932 -0.61499 -1.31371
S 1.87250 -1.10813 -1.95538
C 1.92101 -2.87081 -1.93276
C 3.02436 -3.43705 -1.30497
C 3.11392 -4.82232 -1.21198
C 2.10295 -5.61439 -1.73417
C 0.99966 -5.03467 -2.36261
C 0.90209 -3.65831 -2.46664
C 1.63123 -0.75425 -3.66928
C 0.76826 0.28251 -3.99579
C 0.65721 0.65346 -5.33143
C 1.40993 0.00808 -6.30114
C 2.28420 -1.01686 -5.94988
C 2.40568 -1.40391 -4.62489
H 3.80712 -2.80358 -0.89980
H 3.97445 -5.27812 -0.73998
H 2.17488 -6.69225 -1.66237
H 0.22671 -5.66432 -2.78574
H 0.06184 -3.20119 -2.97264
H 0.19961 0.78454 -3.22186
H -0.01955 1.45213 -5.61055
H 1.32327 0.30652 -7.33809
H 2.86890 -1.51750 -6.71082
H 3.07945 -2.20743 -4.34775
C -5.79917 -0.29811 2.82834
Ge -4.21189 -1.38090 2.80157
C -4.40349 -3.07606 1.89553
C -3.60311 -1.72875 4.60025
C -2.82424 -0.23038 1.83955
H -6.63269 -0.93716 3.12385
H -6.03043 0.14241 1.85743
H -5.69371 0.50228 3.56219
H -5.47128 -3.29224 1.83524
H -3.91927 -3.85501 2.48557
H -3.99488 -3.08572 0.89194
H -4.36533 -2.36006 5.06061
H -3.51615 -0.80621 5.17348
H -2.65346 -2.26679 4.61703
H -2.99512 0.83874 1.67555
H -2.02911 -0.57820 1.16250
*
```

Computed properties:
Kohn-Sham gap (spin up / spin down)	6.5 / 7.1	eV
relative energy (zero: lowest compared OMol25 entry of this formula, charge and spin)	31.5	kcal per mole
HOMO energy (spin up / spin down)	-12.39 / -12.95	eV